1:
The following is a quantum chemistry calculation of 3 unconnected molecules or ions with the total composition C3H8NO2, from OMol25.

XYZ file:
```
14
Properties=species:S:1:pos:R:3:nbo_charge:R:1
C 0.11388 0.53435 -0.08657 -0.314
C 0.16830 -0.57583 -0.85638 -0.420
C 2.28767 -0.39290 -0.05484 0.725
O 2.65589 -1.38648 -0.79504 -0.736
O 2.94087 0.51623 0.39751 -0.605
N -2.73348 0.85017 1.01924 -1.066
H 0.12714 0.58806 1.00281 0.222
H -0.18387 1.54405 -0.50098 0.201
H 0.09456 -0.63047 -1.95997 0.216
H 0.33761 -1.54627 -0.35359 0.210
H 3.53697 -1.77575 -0.68443 0.493
H -3.11981 1.44510 0.29078 0.360
H -3.25186 0.92610 1.88375 0.359
H -2.97388 -0.09635 0.69772 0.355
```

The molar mass is 90.10 g mol⁻¹. As for the LUMO energy (spin up / spin down): 0.0340 / 0.0095 hartree. Its HOMO energy (spin up / spin down) is -6.87 / -9.63 eV. The multiplicity is 2. The expectation value of S² is 0.76.

***

2:
The following is a quantum chemistry calculation of a molecular structure, C3H8NO2, from OMol25.

XYZ file:
```
14
Properties=species:S:1:pos:R:3:nbo_charge:R:1
C -1.74439 -2.63106 -0.21014 -0.252
O -1.81369 -1.29061 -0.60557 -0.701
H -2.33932 -2.79742 0.69272 0.166
H -2.11266 -3.29590 -1.01762 0.165
H -0.71543 -2.91853 0.01910 0.167
O 1.92868 2.60694 0.62436 -0.486
C 1.49152 1.50863 0.73475 0.446
C 0.30112 1.00720 -0.08406 -0.395
N 0.42845 -0.39875 -0.35269 -0.449
H 1.91470 0.80252 1.46125 0.121
H -0.55675 1.16709 0.56486 0.236
H 0.20086 1.65251 -0.95116 0.221
H -0.83960 -0.90459 -0.49077 0.425
H 0.92044 -0.52122 -1.23916 0.337
```

The molar mass is 90.10 g mol⁻¹. As for the LUMO energy (spin up / spin down): 0.0281 / -0.0787 hartree. Its HOMO energy (spin up / spin down) is -9.89 / -9.78 eV. The multiplicity is 2. The expectation value of S² is 0.76.

***

Most stable: 2 (next structure +0.547 eV)

***

1:
The following is a quantum chemistry calculation of a single C3HN3O molecule, from OMol25.

XYZ file:
```
8
Properties=species:S:1:pos:R:3:nbo_charge:R:1
N 2.31505 1.18652 -0.00344 -0.257
C 1.36751 0.54828 -0.08170 0.409
N 0.20942 -0.15999 -0.13621 -0.553
C 0.11743 -1.51541 -0.10501 0.410
N 0.02094 -2.64897 0.03544 -0.262
C -1.00049 0.65988 0.06463 0.562
O -1.11686 1.83119 -0.02573 -0.460
H -1.91300 0.09850 0.25201 0.150
```

The molar mass is 95.06 g mol⁻¹. As for the LUMO energy: 0.0035 hartree. Its HOMO energy is -11.47 eV. The multiplicity is 1.

***

2:
The following is a quantum chemistry calculation of 2 unconnected molecules or ions with the total composition C3HN3O, from OMol25.

XYZ file:
```
8
Properties=species:S:1:pos:R:3:nbo_charge:R:1
N 1.37011 2.89949 -0.10746 -0.195
C 1.57795 1.78699 -0.08390 0.157
C 2.00105 0.49819 -0.02076 0.070
N 1.89878 -0.66393 0.11865 0.276
O 2.03258 -1.82671 0.36924 -0.303
C -0.96762 0.02780 0.49635 0.063
N -1.83258 -0.49431 -0.07728 -0.268
H -0.16924 0.27426 1.05064 0.200
```

The molar mass is 95.06 g mol⁻¹. As for the LUMO energy: -0.0315 hartree. Its HOMO energy is -11.32 eV. The multiplicity is 1.

***

Most stable: 1 (next structure +2.763 eV)

***

1:
The following is a quantum chemistry calculation of a single C3H10N4O molecule, from OMol25.

XYZ file:
```
18
Properties=species:S:1:pos:R:3:nbo_charge:R:1
C -1.65118 -1.94309 0.32957 -0.433
N -1.04343 -0.72410 -0.16820 -0.611
C 0.22232 -0.51808 0.01867 0.563
N 1.12897 -1.41409 0.52254 -0.862
N 0.67374 0.75708 -0.18896 -0.375
N 2.08640 0.96683 -0.19695 -0.651
C -0.71312 1.77006 -0.67830 0.175
O -0.76277 2.66808 0.35437 -0.727
H -1.45350 -2.10835 1.39584 0.171
H -1.31053 -2.82443 -0.22993 0.168
H -2.73413 -1.87655 0.19704 0.203
H 2.03408 -0.99314 0.69405 0.417
H 0.84509 -2.37063 0.65595 0.408
H 2.25495 1.96346 -0.07370 0.367
H 2.46278 0.71107 -1.11245 0.342
H -1.70526 1.39724 -0.90714 0.219
H -0.26232 2.16123 -1.58765 0.135
H -0.07209 2.37740 0.97526 0.492
```

The molar mass is 118.14 g mol⁻¹. As for the LUMO energy: 0.0255 hartree. Its HOMO energy is -7.90 eV. The multiplicity is 1.

***

2:
The following is a quantum chemistry calculation of 2 unconnected molecules or ions with the total composition C3H10N4O, from OMol25.

XYZ file:
```
18
Properties=species:S:1:pos:R:3:nbo_charge:R:1
H -2.11268 -2.17203 0.67212 0.342
N -1.55914 -1.81293 -0.10590 -0.776
C -1.46665 -0.55490 -0.02659 0.725
N -2.04032 0.34256 0.78663 -0.873
O -0.86152 0.04792 -1.28561 -0.748
H -1.47053 1.18658 0.90838 0.440
H -2.78973 -0.01231 1.36386 0.406
H -0.81418 -0.68992 -1.91478 0.496
C 1.90427 -1.00126 -0.61732 -0.679
C 1.17333 0.28859 -0.38965 0.140
N 0.79076 0.58545 0.83974 -0.336
N 0.36746 1.89915 1.00340 -0.695
H 2.30091 -1.03960 -1.63424 0.212
H 2.71667 -1.10033 0.10562 0.235
H 1.22129 -1.83942 -0.46617 0.247
H 1.27140 1.05636 -1.17048 0.161
H 0.89253 2.33468 1.75980 0.367
H 0.47614 2.48141 0.17119 0.334
```

The molar mass is 118.14 g mol⁻¹. As for the LUMO energy: 0.0360 hartree. Its HOMO energy is -8.52 eV. The multiplicity is 1.

***

Most stable: 2 (next structure +0.794 eV)

***

1:
The following is a quantum chemistry calculation of 2 unconnected molecules or ions with the total composition C2H4N2S, from OMol25.

XYZ file:
```
9
Properties=species:S:1:pos:R:3:nbo_charge:R:1
C -0.97212 -0.53543 2.02708 0.365
C 0.62180 -0.12721 -1.34233 -0.730
N -1.69720 -0.96366 2.82029 -0.334
N -0.41243 -0.05717 0.94837 -0.702
S 0.85808 -0.79978 0.33531 0.709
H 1.43418 0.00120 -1.99986 0.239
H 0.53156 1.00685 -0.83502 0.136
H -0.30690 -0.35468 -1.85258 0.244
H -0.05698 1.82990 -0.10125 0.074
```

The molar mass is 88.14 g mol⁻¹. As for the LUMO energy (spin up / spin down): -0.0455 / -0.0726 hartree. Its HOMO energy (spin up / spin down) is -9.19 / -9.29 eV. The multiplicity is 1.

***

2:
The following is a quantum chemistry calculation of a single C2H4N2S molecule, from OMol25.

XYZ file:
```
9
Properties=species:S:1:pos:R:3:nbo_charge:R:1
N -2.53590 -0.50250 0.18737 -0.280
C -1.41396 -0.35376 0.28707 0.237
C -0.01886 0.00828 0.41108 -0.241
N 0.83838 -0.71965 -0.58463 -0.805
S 0.33227 1.84109 0.03545 0.008
H 0.19985 0.01013 1.52568 0.231
H 0.84643 -1.72439 -0.42476 0.369
H 1.75392 -0.31587 -0.28819 0.371
H -0.00213 1.75667 -1.14907 0.110
```

The molar mass is 88.14 g mol⁻¹. As for the LUMO energy: 0.0182 hartree. Its HOMO energy is -10.03 eV. The multiplicity is 1.

***

Most stable: 2 (next structure +4.367 eV)

***

1:
The following is a quantum chemistry calculation of a single C2H4N2S molecule, from OMol25.

XYZ file:
```
9
Properties=species:S:1:pos:R:3:nbo_charge:R:1
C -0.31549 -0.64914 0.19809 -0.291
C 0.74091 0.27105 -0.54024 -0.229
N -0.99164 0.59580 0.46371 -0.243
N -0.15340 1.41679 -0.19642 0.056
S 2.40050 -0.35389 0.12280 -0.461
H -0.71957 -1.26631 -0.59980 0.247
H 0.15165 -1.15067 1.11800 0.284
H 0.66948 0.16888 -1.58183 0.213
H -1.78244 0.96748 1.01570 0.424
```

The molar mass is 88.14 g mol⁻¹. As for the LUMO energy (spin up / spin down): -0.0756 / -0.0732 hartree. Its HOMO energy (spin up / spin down) is -7.32 / -7.36 eV. The multiplicity is 1.

***

2:
The following is a quantum chemistry calculation of a single C2H4N2S molecule, from OMol25.

XYZ file:
```
9
Properties=species:S:1:pos:R:3:nbo_charge:R:1
C -1.27602 0.04024 -0.16487 -0.430
N 0.18683 0.11837 -0.31821 -0.452
S 1.20012 -1.71443 0.27324 0.037
C 0.88945 1.09369 0.26897 0.369
N 1.48404 2.05939 0.47915 -0.345
H -1.81272 0.98640 -0.59660 0.241
H -1.54303 -0.95119 -0.55799 0.226
H -1.63590 0.01493 0.86817 0.194
H 2.50722 -1.64740 -0.25184 0.159
```

The molar mass is 88.14 g mol⁻¹. As for the LUMO energy: -0.0629 hartree. Its HOMO energy is -9.74 eV. The multiplicity is 1.

***

Most stable: 2 (next structure +1.937 eV)

***

1:
The following is a quantum chemistry calculation of a single C2H4N2S molecule, from OMol25.

XYZ file:
```
9
Properties=species:S:1:pos:R:3:nbo_charge:R:1
H -1.19715 -1.73685 -0.05092 0.340
N -1.48473 -0.75472 -0.05356 -0.653
C -0.46787 0.00486 -0.01719 0.357
N -0.35654 1.35504 -0.08890 -0.790
C 0.90162 -0.68885 -0.04509 -0.317
S 2.37171 0.00449 -0.04537 0.073
H -1.14995 1.90816 0.10510 0.400
H 0.52567 1.66967 0.12353 0.395
H 0.85724 -1.76178 0.07241 0.195
```

The molar mass is 88.13 g mol⁻¹. As for the LUMO energy: -0.0370 hartree. Its HOMO energy is -9.32 eV. The multiplicity is 1.

***

2:
The following is a quantum chemistry calculation of 2 unconnected molecules or ions with the total composition C2H4N2S, from OMol25.

XYZ file:
```
9
Properties=species:S:1:pos:R:3:nbo_charge:R:1
C 1.05502 1.28703 0.06064 0.368
C -1.04396 0.13193 0.26775 -0.441
N 2.00162 1.95755 0.29295 -0.291
N 0.08991 0.48229 -0.37562 -0.340
S 1.16757 -1.93078 -0.09619 -0.052
H -0.91792 0.10577 1.34235 0.198
H -1.86882 0.82357 0.02701 0.232
H -1.39315 -0.88580 -0.21327 0.240
H 0.90972 -1.97154 -1.30562 0.087
```

The molar mass is 88.14 g mol⁻¹. As for the LUMO energy (spin up / spin down): -0.1260 / -0.1260 hartree. Its HOMO energy (spin up / spin down) is -9.74 / -9.73 eV. The multiplicity is 1.

***

Most stable: 1 (next structure +3.821 eV)